67
Properties=species:S:1:pos:R:3:mulliken_charge:R:1 method="wB97M-V/def2-TZVPD" lumo_energy_ev=-1.762 mol_weight_g_mol=812.1 homo_lumo_gap_ev=6.37 e_homo_ev=-8.13
Ti 1.154 0.170 -1.035 0.691
Cl 6.890 -4.099 0.575 -0.172
C 5.405 -3.347 0.166 0.287
C 5.354 -1.965 -0.018 0.062
Cl 6.758 -1.000 0.159 -0.183
C 4.145 -1.371 -0.347 0.765
Cl 3.998 0.332 -0.601 -0.229
C 2.984 -2.123 -0.501 -0.976
O 1.839 -1.530 -0.822 -0.021
C 3.043 -3.503 -0.317 0.286
Cl 1.590 -4.402 -0.507 -0.184
C 4.248 -4.113 0.014 0.234
Cl 4.305 -5.811 0.238 -0.174
O 1.322 2.487 5.606 -0.719
C 0.687 1.513 5.197 0.195
O -0.172 0.773 5.717 -0.683
C 0.936 1.152 3.722 0.563
C 1.018 -0.179 3.323 -1.123
C 1.146 -0.487 1.988 -0.586
N 1.145 0.469 1.047 0.687
C 1.052 1.759 1.427 0.449
C 1.000 2.144 2.741 -0.539
C 1.022 2.704 0.265 0.451
O 0.811 3.878 0.328 -0.618
O 1.251 2.050 -0.890 -0.747
H 0.945 -0.960 4.068 0.502
H 1.223 -1.509 1.636 0.591
H 0.962 3.191 3.012 0.689
C -2.390 -0.697 3.515 -1.600
C -2.510 0.552 2.688 0.988
C -2.214 1.792 3.247 -0.845
C -2.328 2.947 2.491 0.111
Cl -1.908 4.471 3.207 -0.225
C -2.756 2.909 1.175 -0.587
C -3.074 1.681 0.614 -0.316
C -2.941 0.522 1.363 0.159
O -3.284 -0.699 0.784 -0.542
C -2.209 -1.299 0.103 0.018
C -1.874 -0.534 -1.173 -0.073
O -2.654 -0.282 -2.046 -0.538
O -0.595 -0.109 -1.234 0.608
H -1.845 -0.480 4.434 0.359
H -1.868 -1.490 2.977 0.269
H -3.379 -1.086 3.766 0.443
H -1.871 1.839 4.275 0.697
H -2.847 3.825 0.608 0.475
H -3.453 1.613 -0.398 0.552
H -2.516 -2.302 -0.192 0.405
H -1.319 -1.359 0.736 -0.309
S 1.804 0.328 -3.403 -0.455
C 0.307 1.107 -3.790 0.139
N -0.712 0.495 -4.359 0.077
C -1.852 1.407 -4.504 -0.525
C -1.406 2.628 -3.678 -0.154
N 0.035 2.384 -3.540 -0.072
H -0.776 -0.528 -4.300 0.309
H -2.753 0.948 -4.108 0.242
H -1.992 1.658 -5.556 0.400
H -1.874 2.648 -2.692 0.006
H -1.598 3.569 -4.187 0.389
H 0.618 2.895 -2.891 0.268
N -1.556 -3.063 -2.869 -0.441
N -0.520 -2.418 -3.617 -0.442
H -1.537 -4.068 -2.993 0.246
H -2.448 -2.711 -3.190 0.202
H -0.256 -2.950 -4.441 0.266
H 0.295 -2.369 -3.016 0.006


52
Properties=species:S:1:pos:R:3:mulliken_spin:R:1 method="wB97M-V/def2-TZVPD" s_squared=2.02 lumo_energy_ev="4.517 / 4.516" total_charge=-2 mol_weight_g_mol=475.6 homo_lumo_gap_ev="4.60 / 4.60" e_homo_ev="-0.08 / -0.08" multiplicity=3
C 2.333 -2.947 -1.212 -0.013
C 2.408 -2.600 -2.579 0.016
C 1.046 -2.493 -3.074 0.072
H 3.300 -2.469 -3.186 0.000
C 0.161 -2.801 -1.984 -0.025
C 0.954 -3.078 -0.847 0.033
H 0.585 -3.420 0.103 0.001
H 3.174 -3.128 -0.546 -0.002
H 0.745 -2.454 -4.113 -0.021
H -0.926 -2.804 -2.041 0.001
Ni 1.369 -0.277 -3.090 1.521
Cl 3.193 0.336 -2.190 0.107
C 1.343 1.195 -4.355 -0.059
C 0.095 0.482 -4.625 0.019
C 0.424 -0.632 -5.463 0.118
H -0.883 0.935 -4.529 0.001
C 1.825 -0.736 -5.572 0.054
C 2.424 0.336 -4.855 0.137
H 3.472 0.585 -4.888 0.002
H 1.424 2.197 -3.938 0.000
H -0.293 -1.202 -6.038 0.008
H 2.353 -1.417 -6.217 0.005
O -1.157 1.868 -1.829 0.000
C -0.886 1.190 -0.854 0.005
N -1.449 1.422 0.426 0.000
C -0.891 0.607 1.445 0.002
C -0.053 -0.350 0.538 0.001
O 0.467 -1.364 1.043 -0.002
N -0.008 0.099 -0.744 0.017
C 0.026 1.445 2.367 0.000
C 1.314 1.068 2.749 0.001
C 2.054 1.885 3.615 0.000
C 1.521 3.076 4.114 0.000
C 0.216 3.423 3.752 0.000
C -0.542 2.599 2.916 0.000
C -1.973 -0.031 2.334 0.000
C -1.620 -0.712 3.510 0.001
C -2.609 -1.096 4.431 0.000
C -3.955 -0.810 4.164 0.000
C -4.323 -0.189 2.965 0.000
C -3.324 0.189 2.051 0.000
H -1.847 2.336 0.569 -0.001
H 1.731 0.130 2.380 0.000
H 3.057 1.581 3.891 0.000
H 2.118 3.732 4.759 0.000
H -0.233 4.336 4.132 0.000
H -1.585 2.844 2.709 0.000
H -0.565 -0.936 3.710 0.000
H -2.323 -1.598 5.363 0.000
H -4.725 -1.061 4.894 0.000
H -5.367 0.038 2.729 0.000
H -3.592 0.675 1.108 0.000